An isolated molecule of C22H18F2N4OS, computed with ωB97M-V/def2-TZVPD.

```
48
Properties=species:S:1:pos:R:3
F -1.40244 3.77972 0.92221
C -2.01395 3.90972 -0.28291
C -1.98734 5.09958 -0.97077
C -2.52730 5.31239 -2.26089
C -3.06397 4.22005 -2.90015
C -3.12994 2.97310 -2.30124
F -3.69216 1.99010 -3.01519
C -2.57158 2.81180 -1.02942
C -2.56978 1.42309 -0.45488
N -1.61289 1.07326 0.39204
C -1.81002 -0.30054 0.64729
C -0.83334 -1.08634 1.38030
N 0.38150 -0.45666 1.85621
C 1.66507 -0.95300 2.19899
C 1.66997 -1.64580 3.41842
N 2.82293 -2.05894 3.97233
C 3.97422 -1.88725 3.24550
C 4.04345 -1.09587 2.09499
C 2.87724 -0.68230 1.56647
O 2.95496 0.11975 0.42897
C 2.63912 -0.46206 -0.82844
C 2.59846 -2.04130 -0.93323
C 1.32577 -2.31365 -1.71561
N 0.54709 -1.09608 -1.65167
C 1.41488 0.05854 -1.53031
C -1.08729 -2.39803 1.53198
C -2.27542 -2.97992 1.00257
C -3.13595 -2.20796 0.27083
C -2.85212 -0.89920 0.07286
S -3.88356 0.15136 -0.79136
H -1.33589 5.80624 -0.48019
H -2.49167 6.33744 -2.62576
H -3.41410 4.40794 -3.90112
H 0.51882 0.46050 1.43381
H 0.69873 -1.93872 3.78042
H 4.79265 -2.38846 3.73003
H 5.03510 -0.87781 1.62790
H 3.52407 -0.28334 -1.36425
H 3.46486 -2.56938 -1.46528
H 2.59289 -2.46187 0.11751
H 0.81797 -3.11692 -1.31866
H 1.60420 -2.47419 -2.84004
H -0.03639 -1.02088 -0.91382
H 0.95543 0.85372 -0.91754
H 1.66307 0.49519 -2.50836
H -0.39128 -2.95739 2.15997
H -2.32208 -4.09978 1.23250
H -4.14201 -2.52986 -0.08300
```

Properties
LUMO level: -0.2 eV
Energy relative to the best compared isomer or geometry (same formula, charge and spin): 2.088 eV
Multiplicity: 1
SMILES string: Fc1cccc(F)c1-c1nc2c(Nc3cnccc3O[C@H]3CCNC3)cccc2s1

=====

A structure of composition C13H6F5N5O2PbS2, computed with ωB97M-V/def2-TZVPD.

```
34
Properties=species:S:1:pos:R:3
Pb 0.85772 0.44199 -0.82758
N 4.69399 -1.06433 -0.23836
C 3.73151 -1.97258 -0.24355
N 2.46647 -1.76193 -0.50678
C 1.74071 -2.91775 -0.43200
C 2.48187 -4.04774 -0.08886
S 4.10650 -3.67453 0.14421
C 0.35194 -2.91060 -0.73378
C -0.44059 -4.04874 -0.85336
S -2.00154 -3.67008 -1.36957
C -1.54353 -1.95735 -1.41572
N -0.30126 -1.73902 -1.02506
N -2.38886 -1.03197 -1.81277
H 4.50717 -0.10505 -0.48289
H 5.65280 -1.31880 -0.06239
H 2.12044 -5.05610 0.04624
H -0.15474 -5.07286 -0.66841
H -3.32141 -1.25677 -2.12030
H -2.05981 -0.07736 -1.90896
F -1.97221 5.31037 3.93003
C -1.80093 4.35772 3.07056
C -2.80940 3.39927 2.87295
F -3.92945 3.48910 3.55416
C -2.61180 2.37997 1.98297
F -3.54234 1.47625 1.79508
C -1.38313 2.23801 1.22740
O -1.21562 1.29192 0.43182
C -0.39773 3.26387 1.46259
F 0.74449 3.17723 0.78778
C -0.59196 4.28435 2.34201
F 0.33217 5.19849 2.53305
O -0.86059 1.48512 -4.83815
C -0.44178 1.13234 -3.80931
N -0.01911 0.75755 -2.74302
```

Properties
LUMO level (spin up / spin down): -9.6 / -8.2 eV
Multiplicity: 1
Charge: +2

=====

A structure of composition C3H2Cl2F18NO8P3S2V3, computed with ωB97M-V/def2-TZVPD.

```
42
Properties=species:S:1:pos:R:3
V 1.54357 0.52136 0.35206
V 0.59830 -2.86611 -0.20454
V -0.79400 -0.30733 -2.28361
P 1.62549 -1.05858 -1.66702
O 0.40195 -0.90283 -0.62919
O 1.17113 0.45195 -1.78678
O 0.49844 -2.03561 -2.14493
O 2.22159 -1.36419 -0.25420
P -3.61272 -1.05989 -2.50580
F -2.55427 -0.20173 -3.43716
F -3.49752 0.06540 -1.38521
F -4.84667 -0.30201 -3.19364
F -4.60873 -1.99868 -1.66195
F -3.62902 -2.18850 -3.65854
F -2.29125 -1.79275 -1.87666
P -0.22333 -2.22054 2.71936
F -0.70371 -3.70910 3.03067
F 1.02153 -2.81957 1.83599
F -0.99638 -2.35163 1.24090
F 0.30602 -0.74522 2.27490
F -1.51838 -1.60662 3.36756
F 0.69251 -2.17225 4.00810
C 0.17949 3.93247 -1.45672
F 0.85205 3.27215 -2.37274
F 1.01976 4.58881 -0.66460
F -0.63938 4.82292 -1.99561
S -0.90560 2.73870 -0.46361
O -2.08534 3.45650 -0.07713
O -1.16286 1.63855 -1.38268
N 0.21604 2.16175 0.70701
S -0.28872 2.69104 2.18661
O 0.66440 2.20357 3.14561
O -0.54587 4.10703 2.17658
C -1.89976 1.75339 2.53972
F -2.86316 2.61956 2.79572
F -2.24369 0.98190 1.51008
F -1.72327 0.98724 3.60301
C 6.25235 -2.31768 -0.43881
Cl 6.17214 -0.69778 -1.13944
Cl 4.65987 -3.08372 -0.38887
H 6.92205 -2.95536 -1.00440
H 6.61496 -2.23660 0.58000
```

Properties
LUMO level (spin up / spin down): -3.5 / -2.7 eV
Multiplicity: 10

=====

A cluster of 16 separate species, C33H68BCl30O2 in total, computed with ωB97M-V/def2-TZVPD.

```
134
Properties=species:S:1:pos:R:3
B -0.46537 1.81127 0.70178
C -2.01598 1.27499 0.98475
O -2.87179 2.45588 1.35428
C -3.90340 2.51571 0.57257
C -5.13805 1.90153 1.14601
O -3.89239 3.04242 -0.46437
H 0.10598 1.88653 1.78875
H -0.58723 2.89287 0.16933
H 0.11232 0.99125 -0.01257
H -2.40419 0.78042 0.10810
H -2.03419 0.64576 1.85394
H -4.87714 1.35615 2.02450
H -5.81802 2.69317 1.39344
H -5.55533 1.20568 0.44546
Cl -4.49416 1.08965 -7.81144
C -4.48775 1.75411 -6.14475
C -3.10980 1.83198 -5.55629
Cl -2.42578 0.21317 -5.23939
H -5.14191 1.13121 -5.53980
H -4.92346 2.74959 -6.20917
H -3.15152 2.35239 -4.60400
H -2.42082 2.36322 -6.20715
Cl -3.17571 -5.52686 -4.61741
C -3.24575 -4.15728 -5.76454
C -3.91352 -2.93890 -5.19775
Cl -5.67117 -3.15797 -4.93780
H -3.74594 -4.50520 -6.66521
H -2.21708 -3.88189 -6.00248
H -3.80017 -2.11547 -5.89831
H -3.46838 -2.64775 -4.25164
Cl 2.90936 -4.68816 -5.39829
C 1.57525 -5.49648 -6.26252
C 0.89642 -4.56904 -7.23542
Cl 0.00006 -3.28648 -6.38723
H 0.87541 -5.87337 -5.52834
H 2.00722 -6.34166 -6.79344
H 0.17433 -5.12576 -7.83096
H 1.60716 -4.09896 -7.90963
Cl -2.64555 0.72669 5.27337
C -2.07493 -0.86756 5.82149
C -0.66353 -1.14791 5.38119
Cl -0.52762 -1.39577 3.62356
H -2.76359 -1.62231 5.45170
H -2.12348 -0.85763 6.90918
H -0.31063 -2.05973 5.85241
H 0.00491 -0.33676 5.66114
Cl -3.78451 3.36575 3.97810
C -3.99721 4.91852 3.14877
C -4.63836 5.95749 4.02850
Cl -6.34703 5.58138 4.39392
H -4.58331 4.74263 2.25035
H -3.00472 5.25040 2.84851
H -4.63027 6.92155 3.52275
H -4.11031 6.05624 4.97154
Cl -0.13579 -2.29528 8.56060
C 1.60682 -2.65712 8.61540
C 2.38134 -1.58838 9.33961
Cl 2.40666 -0.05207 8.43732
H 1.95642 -2.77627 7.59317
H 1.71848 -3.60837 9.13178
H 3.41572 -1.90466 9.45922
H 1.96335 -1.39324 10.32301
Cl 2.35976 1.90921 -2.44648
C 2.15320 3.42397 -3.35887
C 1.47282 4.48467 -2.53393
Cl -0.23098 4.12057 -2.20017
H 1.59967 3.20455 -4.26787
H 3.15146 3.76240 -3.63490
H 1.49423 5.43455 -3.06794
H 1.97738 4.61547 -1.57947
Cl -2.21987 3.19569 9.37587
C -1.25989 3.12891 7.87003
C -0.72718 4.47942 7.47431
Cl -2.02308 5.58996 6.95361
H -1.88685 2.70460 7.09049
H -0.42925 2.44958 8.05487
H -0.04967 4.36586 6.63055
H -0.18871 4.95321 8.29108
Cl 2.33394 4.19407 5.64491
C 3.06900 5.70935 5.06364
C 2.02931 6.68641 4.57905
Cl 1.22994 6.12671 3.09289
H 3.77538 5.45797 4.27787
H 3.61890 6.13863 5.89930
H 2.50392 7.63930 4.35102
H 1.26204 6.85383 5.33105
Cl -1.90755 -2.41763 0.13000
C -0.34216 -2.00664 -0.62716
C -0.42970 -1.81388 -2.11241
Cl -0.78519 -3.35081 -2.96566
H 0.35458 -2.80048 -0.37785
H 0.00103 -1.08195 -0.16186
H 0.52957 -1.45707 -2.48300
H -1.19255 -1.09418 -2.38493
Cl 2.55452 -3.71391 2.16564
C 3.70124 -3.83077 0.80283
C 4.17126 -2.47744 0.34434
Cl 2.86962 -1.52770 -0.40925
H 3.21152 -4.37534 -0.00060
H 4.55062 -4.41681 1.15146
H 4.95962 -2.59488 -0.40030
H 4.55526 -1.88572 1.17025
Cl 3.73404 -8.46521 -5.53047
C 3.91353 -8.40366 -3.75802
C 2.60361 -8.60432 -3.04269
Cl 1.49060 -7.23331 -3.26318
H 4.36449 -7.44950 -3.49941
H 4.60319 -9.20067 -3.48629
H 2.78272 -8.69226 -1.97271
H 2.10142 -9.50566 -3.38293
Cl 6.83401 -4.09350 -0.83658
C 7.95020 -4.16389 -2.22394
C 8.38201 -2.79032 -2.66290
Cl 7.03867 -1.86636 -3.37522
H 7.45218 -4.69943 -3.02706
H 8.81756 -4.74090 -1.90843
H 9.15312 -2.87685 -3.42614
H 8.78130 -2.21633 -1.83133
Cl 6.58551 2.05610 4.24382
C 5.19155 1.55884 3.24239
C 4.91537 0.08431 3.34423
Cl 6.19961 -0.90263 2.58649
H 5.39300 1.85473 2.21744
H 4.32785 2.11481 3.59994
H 3.98754 -0.14731 2.82097
H 4.81651 -0.23493 4.37726
Cl -7.59315 4.98066 -9.42967
C -7.88101 3.45466 -8.55217
C -8.19160 3.68611 -7.09695
Cl -6.77799 4.29077 -6.19971
H -7.00251 2.82585 -8.67396
H -8.72681 2.96739 -9.03325
H -8.48247 2.74533 -6.63322
H -9.00156 4.39853 -6.96830
```

Properties
LUMO level: 1.5 eV
Multiplicity: 1
Charge: -1